Arrangement i

The following is a DFT calculation (ωB97M-V/def2-TZVPD) of a structure of composition CH4N2Si.

Values from the calculation:
Highest occupied orbital energy in Eh: -0.3215
HOMO-LUMO gap in eV: 8.168
E_LUMO in Eh: -0.021

Geometry as XYZ:
```
8
Properties=species:S:1:pos:R:3:lowdin_charge:R:1
C 1.6031 1.4178 0.2353 -0.4341
N 1.0361 0.2858 -0.0988 -0.2660
N 2.4375 0.5550 -0.6207 -0.1989
Si 2.2499 -0.9011 0.2979 0.6840
H 1.1754 2.2461 -0.3209 0.0951
H 1.9679 1.6884 1.2787 0.1039
H 1.8184 -2.6211 -2.6224 -0.0070
H 1.2240 -2.9312 -3.0439 0.0229
```

=====

Arrangement ii

The following is a DFT calculation (ωB97M-V/def2-TZVPD) of a structure of composition CH4N2Si.

Values from the calculation:
Highest occupied orbital energy in Eh: -0.3092
HOMO-LUMO gap in eV: 8.659
E_LUMO in Eh: 0.009

Geometry as XYZ:
```
8
Properties=species:S:1:pos:R:3:lowdin_charge:R:1
C 1.3653 0.0904 0.0245 -0.3388
N 0.4247 0.8986 0.6544 -0.1932
N 0.4272 0.7451 -0.7891 -0.2015
Si -1.0974 0.2737 0.0239 0.6210
H 2.2976 0.5847 -0.1970 0.1091
H 1.2777 -0.9325 0.0732 0.0580
H -1.5260 -1.1800 -0.1137 -0.0609
H -2.2949 1.6481 -0.1925 0.0063
```

=====

Most stable to least stable, the ends of the list are arrangement ii and arrangement i.

=====

Arrangement i

The following is a DFT calculation (ωB97M-V/def2-TZVPD) of an isolated molecule of C2H4OS2.

Values from the calculation:
Highest occupied orbital energy in Eh: -0.3256
HOMO-LUMO gap in eV: 9.247
E_LUMO in Eh: 0.014

Geometry as XYZ:
```
9
Properties=species:S:1:pos:R:3:lowdin_charge:R:1
C 0.5359 0.5822 0.2344 -0.5327
C -0.3241 0.0528 -0.9905 -0.9568
H -0.5977 -0.8222 1.7735 -0.1306
H 0.0939 1.5514 0.5426 0.0790
H 1.5535 0.8532 -0.0311 0.0666
H -0.5945 -1.4202 0.0342 0.0223
O -0.7711 -1.2022 -0.9180 -0.0353
S 0.7016 -0.6166 1.5920 0.7551
S -0.5975 1.0216 -2.2371 0.7324
```

=====

Arrangement ii

The following is a DFT calculation (ωB97M-V/def2-TZVPD) of an isolated molecule of C2H4OS2.

Values from the calculation:
Highest occupied orbital energy (alpha / beta) in Eh: -0.3130 / -0.2899
HOMO-LUMO gap (alpha / beta) in eV: 8.055 / 7.126
E_LUMO (alpha / beta) in Eh: -0.017 / -0.028

Geometry as XYZ:
```
9
Properties=species:S:1:pos:R:3:lowdin_charge:R:1
C 2.1952 -0.0816 -0.0475 -0.7263
C -0.4337 -0.3812 -0.1222 -0.4036
O 4.8107 1.0092 0.4000 -0.6442
S 4.1164 -0.2276 -0.1331 0.7991
S 1.1118 -1.3722 -0.2458 0.7645
H 1.7835 0.8502 0.4740 0.0505
H -0.6694 0.1923 0.8285 0.0653
H -1.1305 -1.2286 -0.1782 0.0136
H -0.3969 0.3294 -1.0595 0.0812
```

=====

Most stable to least stable, the ends of the list are arrangement i and arrangement ii.

=====

Arrangement i

The following is a DFT calculation (ωB97M-V/def2-TZVPD) of an isolated molecule of C2H4OS2.

Values from the calculation:
Highest occupied orbital energy in Eh: -0.2963
HOMO-LUMO gap in eV: 6.239
E_LUMO in Eh: -0.067

Geometry as XYZ:
```
9
Properties=species:S:1:pos:R:3:lowdin_charge:R:1
C 1.6918 2.0569 1.9611 -0.1734
C 1.3320 0.8142 1.2137 -0.6243
H 2.3838 2.6637 1.3638 0.0792
H 2.2265 1.7946 2.8818 0.0801
H 0.8090 2.6474 2.2106 0.0664
H 2.1866 0.1826 0.9405 0.0610
O -0.9503 -0.9260 -0.6897 -1.0590
S -0.9795 -1.4182 -2.1048 0.6591
S -0.1546 0.3490 0.7968 0.9107
```

=====

Arrangement ii

The following is a DFT calculation (ωB97M-V/def2-TZVPD) of a structure of composition C2H4OS2.

Values from the calculation:
Highest occupied orbital energy in Eh: -0.3085
HOMO-LUMO gap in eV: 8.447
E_LUMO in Eh: 0.002

Geometry as XYZ:
```
9
Properties=species:S:1:pos:R:3:lowdin_charge:R:1
C -0.5175 -0.1558 -0.2654 -1.1819
C 1.1628 0.4790 0.5138 0.0268
O -0.2251 -1.0592 -1.1966 -0.0758
S -1.8093 1.0644 -0.4087 0.5155
S -1.7537 -0.4545 1.0103 0.4992
H 1.6380 -0.4142 0.8737 0.0369
H 0.8494 1.1709 1.2756 0.0321
H 1.6560 0.9407 -0.3263 0.0371
H -1.0006 -1.5713 -1.4763 0.1101
```

=====

Arrangement iii

The following is a DFT calculation (ωB97M-V/def2-TZVPD) of a cluster of 2 separate species, C2H4OS2 in total.

Values from the calculation:
Highest occupied orbital energy (alpha / beta) in Eh: -0.3038 / -0.3036
HOMO-LUMO gap (alpha / beta) in eV: 7.121 / 8.056
E_LUMO (alpha / beta) in Eh: -0.042 / -0.008

Geometry as XYZ:
```
9
Properties=species:S:1:pos:R:3:lowdin_charge:R:1
C 2.5662 -0.2747 0.2379 -0.1433
C -1.8240 -0.0909 -0.0031 -0.4332
O 3.1850 -1.0498 -0.4297 0.0214
S 0.6662 1.2245 -1.0433 0.1513
S -0.6393 1.3278 0.3858 0.2645
H 2.3771 -0.2923 1.3194 0.0703
H -2.6195 0.1838 0.6594 -0.0021
H -1.5315 -1.1719 -0.1237 0.0627
H -2.1802 0.1434 -1.0027 0.0084
```

=====

Arrangement iv

The following is a DFT calculation (ωB97M-V/def2-TZVPD) of an isolated molecule of C2H4OS2.

Values from the calculation:
Highest occupied orbital energy in Eh: -0.2821
HOMO-LUMO gap in eV: 7.198
E_LUMO in Eh: -0.018

Geometry as XYZ:
```
9
Properties=species:S:1:pos:R:3:lowdin_charge:R:1
C -1.3318 0.9677 0.0466 -0.9143
C 1.0104 -0.4787 -0.0553 -0.5980
O 2.2313 -0.9737 -0.0321 0.0203
S -1.9107 -0.6229 -0.0948 0.4366
S 0.7125 1.1337 -0.0821 0.9572
H -1.6075 1.6344 -0.7622 0.0053
H -1.4609 1.4162 1.0269 0.0071
H 0.1163 -1.1349 -0.0500 -0.0479
H 2.2403 -1.9417 0.0031 0.1336
```

=====

Most stable to least stable, the ends of the list are arrangement ii and arrangement i.

=====

Arrangement i

The following is a DFT calculation (ωB97M-V/def2-TZVPD) of an isolated molecule of C2H4OS2.

Values from the calculation:
Highest occupied orbital energy (alpha / beta) in Eh: -0.2922 / -0.2922
HOMO-LUMO gap (alpha / beta) in eV: 7.478 / 7.479
E_LUMO (alpha / beta) in Eh: -0.017 / -0.017

Geometry as XYZ:
```
9
Properties=species:S:1:pos:R:3:lowdin_charge:R:1
C 0.4889 -0.1611 0.1567 -0.5967
C -0.2274 0.2865 -1.0799 -0.0448
O 1.7866 -0.4800 0.2758 0.0589
S -2.3629 0.1180 1.9586 -0.0688
S -0.3611 -0.2627 1.6887 0.4117
H 0.3726 0.2730 -1.9558 0.0864
H -0.4944 1.2593 -0.9242 0.0627
H -1.1091 -0.2339 -1.2238 0.0661
H 1.9069 -0.7991 1.1039 0.0245
```

=====

Arrangement ii

The following is a DFT calculation (ωB97M-V/def2-TZVPD) of an isolated molecule of C2H4OS2.

Values from the calculation:
Highest occupied orbital energy (alpha / beta) in Eh: -0.3214 / -0.3215
HOMO-LUMO gap (alpha / beta) in eV: 8.172 / 8.173
E_LUMO (alpha / beta) in Eh: -0.021 / -0.021

Geometry as XYZ:
```
9
Properties=species:S:1:pos:R:3:lowdin_charge:R:1
C -1.0384 0.0639 0.4387 -0.8173
C 1.6046 -0.3401 -0.3654 -0.3813
O -3.3302 1.2006 0.1957 -0.5967
S -2.5468 0.0185 -0.2714 0.8678
S 0.0672 -1.2307 0.1534 0.7570
H -0.6880 0.9783 0.9916 0.0654
H 2.2827 -1.1820 -0.1431 0.0174
H 1.7355 0.5044 0.3585 0.0476
H 1.9133 -0.0130 -1.3581 0.0400
```

=====

Most stable to least stable, the ends of the list are arrangement i and arrangement ii.

=====

Arrangement i

The following is a DFT calculation (ωB97M-V/def2-TZVPD) of the ion CH7N4O with charge +1.

Values from the calculation:
Highest occupied orbital energy (alpha / beta) in Eh: -0.5232 / -0.4824
HOMO-LUMO gap (alpha / beta) in eV: 9.195 / 5.956
Charge: +1
E_LUMO (alpha / beta) in Eh: -0.185 / -0.264

Geometry as XYZ:
```
13
Properties=species:S:1:pos:R:3:lowdin_charge:R:1
C -1.1695 0.6532 -0.1645 -0.0829
N -0.1392 1.0483 0.7734 -0.0531
N -0.8333 -0.8591 -0.3937 0.0920
N 1.0630 -2.1593 -0.8999 0.1221
N 1.0680 1.2248 0.1056 0.0540
O 0.2401 -1.2947 -1.2792 -0.0701
H -2.1385 0.6905 0.3337 0.1439
H -1.2877 1.0959 -1.0652 0.0980
H -0.1794 0.4036 1.5783 0.1519
H -0.7843 -1.3821 0.4860 0.1286
H 1.0696 -2.6483 0.0814 0.1478
H 1.1802 2.1759 -0.2699 0.1261
H 1.9111 1.0513 0.7141 0.1418
```

=====

Arrangement ii

The following is a DFT calculation (ωB97M-V/def2-TZVPD) of a cluster of 2 separate species, CH7N4O in total.

Values from the calculation:
Highest occupied orbital energy in Eh: -0.4669
HOMO-LUMO gap in eV: 8.188
Charge: +1
E_LUMO in Eh: -0.166

Geometry as XYZ:
```
13
Properties=species:S:1:pos:R:3:lowdin_charge:R:1
C 0.0217 -0.1571 -0.7351 -0.2100
N -0.7962 0.0644 -1.7321 0.1440
N 0.9341 -1.1446 -0.7526 0.0776
N -0.0554 0.4741 1.5228 -0.0674
N 1.1175 0.2528 1.9096 0.1086
O -0.3840 1.7844 1.6134 0.0486
H -0.4182 -0.1644 -2.5833 0.0816
H 1.4754 -1.6459 -1.5206 0.1549
H 1.4570 -1.3013 0.1235 0.0621
H 1.4839 -0.7152 1.7337 0.1554
H 1.7158 1.0652 2.2073 0.1851
H -1.5002 0.7608 -1.6828 0.1053
H -1.3329 1.8312 1.3456 0.1543
```

=====

Most stable to least stable, the ends of the list are arrangement ii and arrangement i.

=====

Arrangement i

The following is a DFT calculation (ωB97M-V/def2-TZVPD) of a cluster of 2 separate species, CH7N4O in total.

Values from the calculation:
Highest occupied orbital energy (alpha / beta) in Eh: -0.5476 / -0.4316
HOMO-LUMO gap (alpha / beta) in eV: 11.130 / 4.228
Charge: +1
E_LUMO (alpha / beta) in Eh: -0.139 / -0.276

Geometry as XYZ:
```
13
Properties=species:S:1:pos:R:3:lowdin_charge:R:1
C -1.2624 0.0190 0.0287 -0.5451
N -1.9038 0.3048 -1.1220 0.1882
N -1.7311 -0.9103 0.8955 0.2138
N 3.3333 0.2169 0.6130 0.0511
N -0.0729 0.4643 0.3164 0.1982
O 2.9072 0.4156 -0.4918 0.0068
H -2.7274 -0.3203 -1.4411 0.1784
H -1.4732 0.7907 -1.8868 0.1210
H -2.5952 -1.2891 0.8142 0.0815
H -1.1695 -0.8461 1.7586 0.1469
H 2.9482 0.7504 1.3142 0.1014
H 4.0693 -0.4255 0.6471 0.1263
H 0.1068 1.5166 0.2309 0.1315
```

=====

Arrangement ii

The following is a DFT calculation (ωB97M-V/def2-TZVPD) of the ion CH7N4O with charge +1.

Values from the calculation:
Highest occupied orbital energy in Eh: -0.5340
HOMO-LUMO gap in eV: 10.362
Charge: +1
E_LUMO in Eh: -0.153

Geometry as XYZ:
```
13
Properties=species:S:1:pos:R:3:lowdin_charge:R:1
C 0.6337 -0.9183 0.1166 -0.4453
N 0.5005 -0.9826 1.3577 0.1747
N 1.4367 -1.6128 -0.7452 0.1883
N -0.2036 0.0902 -0.6764 -0.1229
N -1.4263 0.4292 0.0547 0.1467
O 0.5131 1.2940 -0.7759 0.0302
H -0.0624 -0.2856 1.8216 0.0518
H 1.8265 -2.3211 -0.1660 0.1109
H 1.1597 -1.9867 -1.6024 0.0967
H -1.4358 1.5382 0.2988 0.2402
H -1.6373 -0.1999 0.9345 0.2023
H -2.2241 0.4384 -0.7250 0.2282
H 0.6676 1.6220 -1.6305 0.0982
```

=====

Most stable to least stable, the ends of the list are arrangement ii and arrangement i.

=====

Arrangement i

The following is a DFT calculation (ωB97M-V/def2-TZVPD) of an isolated molecule of CBrF2NO2.

Values from the calculation:
Highest occupied orbital energy (alpha / beta) in Eh: -0.3909 / -0.3784
HOMO-LUMO gap (alpha / beta) in eV: 8.269 / 7.979
E_LUMO (alpha / beta) in Eh: -0.087 / -0.085

Geometry as XYZ:
```
7
Properties=species:S:1:pos:R:3:lowdin_charge:R:1
C 0.1244 -0.4418 0.3563 -0.6868
N -0.6629 0.7333 0.4397 -0.4229
O -0.2240 1.5945 -0.2727 0.0719
O -1.5695 0.7044 1.2231 0.1408
F 0.6914 -0.9371 -2.5072 -0.5644
F 0.1647 -1.0343 1.4865 0.1052
Br 1.4758 -0.6190 -0.7257 1.3563
```

=====

Arrangement ii

The following is a DFT calculation (ωB97M-V/def2-TZVPD) of a structure of composition CBrF2NO2.

Values from the calculation:
Highest occupied orbital energy (alpha / beta) in Eh: -0.3956 / -0.3956
HOMO-LUMO gap (alpha / beta) in eV: 8.187 / 8.187
E_LUMO (alpha / beta) in Eh: -0.095 / -0.095

Geometry as XYZ:
```
7
Properties=species:S:1:pos:R:3:lowdin_charge:R:1
C -0.1216 0.5680 -0.2900 -0.4735
N 0.7184 -0.6634 0.1905 -0.3465
O 1.4651 -0.4400 1.1484 0.1054
O 0.5352 -1.6636 -0.4286 0.1333
F -0.5890 0.4298 -1.5046 0.1245
F 0.3199 1.7298 0.1236 0.1797
Br -2.3278 0.0393 0.7607 0.2771
```

=====

Most stable to least stable, the ends of the list are arrangement ii and arrangement i.

=====

Arrangement i

The following is a DFT calculation (ωB97M-V/def2-TZVPD) of a cluster of 2 separate species, C4H9NO2 in total.

Values from the calculation:
Highest occupied orbital energy in Eh: -0.3723
HOMO-LUMO gap in eV: 11.063
E_LUMO in Eh: 0.034

Geometry as XYZ:
```
16
Properties=species:S:1:pos:R:3:lowdin_charge:R:1
C -0.7157 -1.6933 -2.3412 -0.1366
N -0.2479 -0.8477 -1.2620 0.0059
C -0.8398 0.2529 -1.1043 -0.2594
O -0.5074 1.1461 -0.1567 -0.0680
C 0.6004 0.8022 0.6642 -0.1620
C 0.6878 1.8619 1.7395 -0.2269
O 1.4286 1.7764 2.6883 0.0208
H 0.1241 -1.9322 -3.0024 0.0750
H -1.0950 -2.6381 -1.9365 0.0760
H -1.5107 -1.2288 -2.9459 0.0714
H -1.6848 0.6260 -1.6973 0.1439
H 0.6659 -1.0546 3.2725 0.0548
H 0.4922 -0.1955 1.1065 0.0943
H 1.5220 0.8003 0.0642 0.1436
H 0.0314 2.7435 1.5779 0.1326
H 1.0489 -0.4190 3.3332 0.0346
```

=====

Arrangement ii

The following is a DFT calculation (ωB97M-V/def2-TZVPD) of an isolated molecule of C4H9NO2.

Values from the calculation:
Highest occupied orbital energy in Eh: -0.3549
HOMO-LUMO gap in eV: 10.372
E_LUMO in Eh: 0.026

Geometry as XYZ:
```
16
Properties=species:S:1:pos:R:3:lowdin_charge:R:1
O 3.5617 -1.3153 -0.9604 0.0228
C 2.6438 -0.9089 -0.2973 -0.3821
N 1.3478 -0.8987 -0.7089 0.0165
C 0.2027 -0.5592 0.1322 -0.1872
C -0.4649 0.7620 -0.3064 -0.1715
C -1.9171 0.7833 0.0969 -0.2727
O -2.0813 0.3804 1.4567 -0.0717
H 2.7256 -0.4055 0.6817 0.1331
H 1.1711 -1.4233 -1.5473 0.1383
H -0.5389 -1.3583 0.0419 0.1249
H 0.5492 -0.4805 1.1436 0.1080
H -0.3810 0.8683 -1.3933 0.1172
H 0.0670 1.5759 0.1716 0.1094
H -2.3683 1.7575 -0.0342 0.1126
H -2.4765 0.0577 -0.4866 0.1163
H -2.0410 1.1648 2.0098 0.0862
```

=====

Arrangement iii

The following is a DFT calculation (ωB97M-V/def2-TZVPD) of a cluster of 2 separate species, C4H9NO2 in total.

Values from the calculation:
Highest occupied orbital energy in Eh: -0.3209
HOMO-LUMO gap in eV: 7.821
E_LUMO in Eh: -0.033

Geometry as XYZ:
```
16
Properties=species:S:1:pos:R:3:lowdin_charge:R:1
N 1.1844 0.4799 0.5470 0.0273
C 1.3176 -0.8627 0.5603 -0.6080
O 2.3221 -1.5087 0.8438 0.0035
C 0.0518 -1.5882 0.0877 -0.1130
C -1.0575 -0.6091 -0.2691 -0.2192
C -0.5713 0.6035 -0.9693 0.1320
O -0.7270 2.1168 0.5685 -0.0887
H 2.1032 0.9104 0.6457 0.0855
H 0.0355 1.5103 0.8821 0.0110
H 0.3379 -2.1875 -0.7841 0.1211
H -0.2688 -2.2983 0.8555 0.1201
H -1.8082 -1.0544 -0.9441 0.1352
H -1.6223 -0.2820 0.6118 0.1292
H 0.3130 0.5505 -1.5914 0.1010
H -1.3294 1.2964 -1.3138 0.0910
H -0.2811 2.9229 0.2696 0.0720
```

=====

Arrangement iv

The following is a DFT calculation (ωB97M-V/def2-TZVPD) of a cluster of 2 separate species, C4H9NO2 in total.

Values from the calculation:
Highest occupied orbital energy in Eh: -0.3689
HOMO-LUMO gap in eV: 10.051
E_LUMO in Eh: 0.000

Geometry as XYZ:
```
16
Properties=species:S:1:pos:R:3:lowdin_charge:R:1
C -0.9914 1.8672 -1.1562 -0.0496
C 0.3467 -0.2126 1.4195 -0.0905
C -0.6798 -1.1349 0.7808 -0.2458
O -0.2660 -2.4736 0.9154 -0.0512
N 1.4589 0.1355 0.9034 0.1007
C 1.8361 -0.3372 -0.3528 -0.3222
O 1.8335 -1.5019 -0.7015 0.0470
H -0.9888 2.8224 -1.6852 0.0213
H -1.9753 1.7037 -0.7052 0.0263
H -0.7788 1.0643 -1.8681 0.0216
H 0.1437 0.1525 2.4268 0.1188
H -1.6377 -1.0425 1.2992 0.1202
H -0.8293 -0.8455 -0.2693 0.1061
H 0.5377 -2.5524 0.3730 0.0662
H -0.2268 1.8874 -0.3777 0.0020
H 2.2173 0.4674 -1.0021 0.1291
```

=====

Most stable to least stable, the ends of the list are arrangement ii and arrangement iii.